*w*
The following is a DFT calculation (the ωB97M-V functional and the def2-TZVPD basis) of a molecular structure, C6H12N2O.

Geometry as XYZ:
```
21
Properties=species:S:1:pos:R:3:lowdin_charge:R:1
C -0.517 1.548 1.550 -0.0808
C -1.487 0.159 -1.489 -0.0791
C -0.626 0.620 2.719 -0.1339
O -0.825 0.150 -0.227 -0.1981
H 0.042 2.461 1.709 0.0702
H -1.474 1.808 1.105 0.0875
H -1.320 -0.785 -2.013 0.0798
H -2.553 0.271 -1.291 0.0908
H -1.138 0.981 -2.123 0.0938
H 0.346 0.452 3.177 0.0705
H -1.315 1.054 3.453 0.0780
H -1.033 -0.342 2.406 0.0727
C 1.218 -2.113 -0.999 -0.0321
C 1.330 -0.635 -1.229 -0.3966
N 1.981 -0.181 -2.215 0.1645
C 0.645 0.236 -0.222 -0.4033
N 1.138 0.906 0.682 0.2018
H 2.012 0.840 -2.217 0.0636
H 1.777 -2.647 -1.766 0.0818
H 0.171 -2.429 -0.999 0.0787
H 1.628 -2.352 -0.013 0.0901
```

gap between HOMO and LUMO = 10.04 eV

*x*
The following is a DFT calculation (the ωB97M-V functional and the def2-TZVPD basis) of C6H12N2O in the gas phase.

Geometry as XYZ:
```
21
Properties=species:S:1:pos:R:3:lowdin_charge:R:1
C -1.179 -1.944 -0.168 0.0490
C -0.303 -1.006 -0.444 -0.2001
N 0.029 0.093 -1.499 -0.0083
N 0.928 -0.249 -2.533 0.0050
C 0.551 0.073 -0.116 -0.3824
C 2.043 0.008 0.087 -0.0186
C -0.245 0.948 1.066 -0.3543
C -1.740 1.137 0.917 -0.0485
O 0.058 0.405 2.329 -0.0291
H -1.430 -2.722 -0.882 0.0553
H -1.753 -2.002 0.751 0.0529
H 1.740 0.367 -2.546 0.0719
H 0.457 -0.112 -3.423 0.0773
H 2.293 -0.063 1.147 0.0837
H 2.499 0.909 -0.342 0.0866
H 2.502 -0.854 -0.404 0.0838
H 0.271 1.906 0.986 0.1352
H -2.299 0.247 1.223 0.0704
H -2.007 1.390 -0.110 0.0836
H -2.064 1.943 1.585 0.0847
H -0.349 -0.477 2.376 0.1020
```

SMILES = C=C1N(N)[C@@]1(C)[C@@H](C)O
gap between HOMO and LUMO = 8.79 eV

Most favorable structure: *w*. The second most favorable one is 22.2 kcal/mol above it.